C64H58F5IO2RbS3Sb2Te | ωB97M-V/def2-TZVPD

Summary:
* lowest unoccupied orbital energy: 1.464 eV
* energy: -5388.24427 Eh
* Kohn-Sham gap: 5.197 eV
* HOMO: -3.73 eV
* M: 1633.849 g mol⁻¹
* total charge: -1
* relative energy (zero: lowest compared OMol25 entry of this formula, charge and spin): 1.21 kcal/mol
* 2S+1: 1

```
137
Properties=species:S:1:pos:R:3:lowdin_charge:R:1
Rb -0.466 -1.315 -0.347 0.34
C -6.145 3.606 1.007 -0.04
C -4.724 3.182 0.778 -0.26
C -4.036 2.459 1.742 -0.03
C -2.740 2.016 1.515 -0.06
C -2.123 2.349 0.325 -0.36
C -2.782 3.076 -0.659 -0.08
C -4.082 3.480 -0.425 -0.02
S -0.455 1.802 0.041 0.89
O -0.184 1.855 -1.427 -0.58
C 0.408 3.217 0.747 -0.29
C 0.675 4.297 -0.122 -0.04
C 1.384 5.360 0.350 -0.01
C 1.860 5.381 1.688 -0.16
C 2.630 6.468 2.179 -0.04
C 3.124 6.456 3.449 -0.08
C 2.873 5.351 4.296 -0.07
C 2.132 4.297 3.853 -0.01
C 1.602 4.287 2.536 -0.12
C 0.858 3.177 2.037 -0.15
C 0.652 1.962 2.882 -0.16
C -0.266 1.972 3.967 -0.13
C -1.051 3.115 4.281 -0.03
C -1.994 3.056 5.262 -0.07
C -2.207 1.859 5.989 -0.07
C -1.454 0.756 5.722 -0.01
C -0.456 0.787 4.711 -0.14
C 0.288 -0.372 4.396 -0.03
C 1.154 -0.380 3.340 -0.06
C 1.315 0.796 2.589 -0.29
S 2.375 0.713 1.136 0.96
O 2.415 -0.721 0.723 -0.65
C 3.876 1.159 1.974 -0.35
C 4.416 2.404 1.710 -0.06
C 5.555 2.803 2.396 -0.03
C 6.165 1.959 3.313 -0.27
C 7.380 2.401 4.077 -0.05
C 5.623 0.690 3.528 -0.03
C 4.479 0.283 2.869 -0.04
H -6.568 3.103 1.875 0.07
H -6.767 3.365 0.146 0.08
H -6.214 4.684 1.170 0.08
H -4.529 2.191 2.668 0.12
H -2.241 1.399 2.250 0.12
H -2.295 3.267 -1.604 0.11
H -4.621 4.011 -1.199 0.12
H 0.337 4.239 -1.146 0.11
H 1.605 6.202 -0.295 0.11
H 2.818 7.307 1.521 0.11
H 3.709 7.289 3.814 0.10
H 3.275 5.344 5.299 0.10
H 1.947 3.449 4.499 0.12
H -0.919 4.025 3.712 0.12
H -2.602 3.924 5.477 0.10
H -2.979 1.819 6.745 0.10
H -1.625 -0.176 6.244 0.12
H 0.101 -1.279 4.949 0.10
H 1.660 -1.287 3.037 0.08
H 3.951 3.052 0.981 0.11
H 5.977 3.781 2.206 0.11
H 7.951 3.143 3.520 0.08
H 8.036 1.559 4.295 0.08
H 7.097 2.850 5.030 0.08
H 6.106 0.016 4.224 0.12
H 4.058 -0.699 3.033 0.12
I -2.979 -0.111 -2.867 1.04
C -4.248 -1.770 -2.765 -0.62
C -5.534 -1.591 -3.184 -0.18
C -6.475 -2.626 -2.989 -0.10
C -6.108 -3.759 -2.331 -0.06
C -4.780 -3.938 -1.871 -0.18
C -4.432 -5.066 -1.088 -0.06
C -3.160 -5.201 -0.623 -0.09
C -2.165 -4.270 -1.008 -0.24
C -2.407 -3.160 -1.781 -0.33
C -3.779 -2.967 -2.143 -0.27
H -5.840 -0.656 -3.628 0.08
H -7.492 -2.492 -3.333 0.09
H -6.837 -4.535 -2.130 0.10
H -5.200 -5.789 -0.844 0.10
H -2.911 -6.031 0.027 0.10
H -1.142 -4.488 -0.687 0.06
F -6.935 0.119 2.579 0.08
C -5.749 -0.519 2.659 -0.16
C -4.908 -0.577 1.556 -0.17
F -5.279 0.005 0.406 0.11
C -3.679 -1.192 1.681 -0.25
F -2.846 -1.136 0.615 -0.11
C -3.226 -1.829 2.842 -0.60
S -1.702 -2.678 2.902 0.53
C -4.107 -1.731 3.925 -0.25
F -3.785 -2.273 5.120 0.05
C -5.332 -1.092 3.850 -0.15
F -6.128 -1.028 4.936 0.09
C 1.324 1.249 -4.398 -0.31
Sb 1.918 -0.086 -2.829 1.33
C 3.394 1.287 -2.053 -0.33
C 3.419 -1.113 -4.045 -0.32
C 2.942 -1.697 -5.338 -0.28
C 3.092 -0.948 -6.502 -0.08
C 2.680 -1.417 -7.739 -0.11
C 2.117 -2.683 -7.821 -0.11
C 1.966 -3.440 -6.674 -0.08
C 2.347 -2.973 -5.412 -0.30
C 2.046 -3.776 -4.214 -0.30
Sb 0.039 -3.273 -3.175 1.26
C -0.727 -2.180 -4.865 -0.32
C -0.787 -5.116 -3.909 -0.31
H 2.179 1.847 -4.711 0.00
H 0.535 1.898 -4.026 -0.01
H 0.956 0.683 -5.250 -0.01
H 4.019 1.615 -2.883 0.00
H 4.023 0.811 -1.302 -0.01
H 2.893 2.147 -1.615 -0.01
H 3.877 -1.867 -3.406 0.04
H 4.171 -0.346 -4.247 0.05
H 3.550 0.032 -6.429 0.10
H 2.808 -0.808 -8.624 0.09
H 1.796 -3.080 -8.775 0.09
H 1.520 -4.427 -6.738 0.11
H 2.780 -3.641 -3.422 0.01
H 1.974 -4.837 -4.455 0.05
H -0.286 -2.580 -5.775 0.00
H -0.537 -1.112 -4.808 -0.04
H -1.805 -2.330 -4.871 -0.01
H -0.509 -5.228 -4.955 -0.01
H -1.869 -5.079 -3.808 0.00
H -0.406 -5.959 -3.338 0.00
C 2.101 -5.823 0.756 -0.47
Te 2.125 -3.706 0.930 1.16
C 3.776 -3.477 -0.383 -0.44
H 1.882 -6.102 -0.270 0.00
H 1.317 -6.199 1.406 -0.01
H 3.057 -6.232 1.069 -0.01
H 4.670 -3.904 0.061 0.00
H 3.909 -2.412 -0.538 -0.02
H 3.546 -3.961 -1.327 -0.01
```